# 1
{
  "formula": "C40H41N6O9PZr",
  "method": "ωB97M-V/def2-TZVPD",
  "relative_energy_kj_mol": 0.0,
  "total_charge": 0,
  "homo_energy_ha": -0.2737,
  "max_force_ev_per_a": 0.5,
  "molar_mass_g_mol": 872.0,
  "elements": ["Zr", "O", "C", "C", "C", "C", "C", "C", "C", "N", "C", "C", "N", "H", "H", "H", "H", "H", "H", "H", "C", "C", "C", "C", "C", "C", "C", "C", "C", "C", "C", "C", "C", "C", "C", "N", "H", "H", "H", "H", "H", "H", "H", "H", "H", "H", "O", "C", "O", "C", "C", "C", "N", "C", "C", "C", "O", "O", "H", "H", "H", "C", "N", "C", "C", "C", "N", "C", "C", "O", "H", "H", "H", "H", "H", "H", "H", "H", "H", "H", "H", "H", "C", "O", "P", "O", "C", "O", "C", "H", "H", "H", "H", "H", "H", "H", "H", "H"],
  "positions_angstrom": [[-0.2977, 0.2145, -0.0597], [-2.0757, 0.9932, -0.7655], [-2.5744, 1.2534, -1.9588], [-3.8620, 0.8187, -2.3016], [-4.3852, 1.1028, -3.5432], [-3.6527, 1.8323, -4.4800], [-2.3900, 2.2730, -4.1535], [-1.8374, 1.9993, -2.8962], [-0.5127, 2.4664, -2.5325], [0.2476, 2.0323, -1.5324], [1.4378, 2.7318, -1.6027], [1.3956, 3.5980, -2.6411], [0.1586, 3.4188, -3.2231], [-4.4159, 0.2341, -1.5792], [-5.3731, 0.7404, -3.7982], [-4.0654, 2.0372, -5.4587], [-1.8141, 2.8121, -4.8985], [2.2221, 2.5691, -0.8837], [2.1024, 4.3245, -3.0009], [-0.2235, 3.9467, -3.9870], [1.9004, 3.4445, 2.5319], [2.5859, 2.6992, 3.4807], [2.4742, 1.3194, 3.4678], [1.6943, 0.6874, 2.4963], [1.0265, 1.4072, 1.4890], [1.1396, 2.8015, 1.5644], [1.5459, -0.7859, 2.5046], [1.7035, -1.5402, 3.6977], [1.4423, -2.8754, 3.6821], [1.1296, -3.5168, 2.4627], [0.8381, -4.8946, 2.3788], [0.5779, -5.4699, 1.1681], [0.6448, -4.6922, -0.0028], [0.8853, -3.3445, 0.0528], [1.0840, -2.7165, 1.2994], [1.1912, -1.3463, 1.3657], [1.9573, 4.5269, 2.5460], [3.1939, 3.1894, 4.2308], [3.0096, 0.7415, 4.2107], [0.6063, 3.4233, 0.8518], [1.9514, -1.0363, 4.6197], [1.4731, -3.4602, 4.5942], [0.7878, -5.4775, 3.2896], [0.2996, -6.5129, 1.1117], [0.4733, -5.1623, -0.9635], [0.9027, -2.7426, -0.8430], [-2.3005, -5.7917, 2.8940], [-3.2074, -4.9450, 2.7949], [-4.4061, -4.9516, 3.1009], [-2.7249, -3.6272, 2.1821], [-2.2163, -2.6116, 2.9973], [-1.6650, -1.4901, 2.4298], [-1.5679, -1.3328, 1.0993], [-2.1214, -2.2729, 0.3098], [-2.7216, -3.4074, 0.8044], [-1.9145, -2.0346, -1.1665], [-2.6623, -2.4599, -2.0134], [-0.8295, -1.3376, -1.3900], [-2.2301, -2.7212, 4.0740], [-1.2514, -0.6954, 3.0403], [-3.1272, -4.1351, 0.1147], [0.9297, -0.3346, -3.8416], [2.2702, -0.1202, -3.3168], [3.3069, 0.1604, -4.2987], [4.6393, -0.3709, -3.8166], [4.9387, 0.2404, -2.4661], [3.7973, 0.1136, -1.5738], [4.0903, 0.2722, -0.1582], [2.5208, -0.0757, -1.9927], [1.6146, -0.2178, -1.1415], [0.9590, -1.1362, -4.5817], [0.5624, 0.5721, -4.3305], [0.2448, -0.6265, -3.0535], [3.3645, 1.2396, -4.4878], [3.0116, -0.3185, -5.2314], [5.4307, -0.1258, -4.5241], [4.5862, -1.4581, -3.7315], [5.2061, 1.2984, -2.5728], [5.7862, -0.2597, -1.9943], [4.7543, -0.5262, 0.1813], [3.1733, 0.2376, 0.4153], [4.5855, 1.2322, 0.0153], [-1.1057, 2.1337, 4.3213], [-2.2694, 1.8197, 3.5523], [-2.2248, 1.7989, 1.9379], [-2.1102, 3.3922, 1.6703], [-2.3032, 3.9333, 0.3643], [-3.7949, 1.6223, 1.6479], [-4.4005, 0.3282, 1.5361], [-1.3218, 1.8514, 5.3485], [-0.8991, 3.2030, 4.2701], [-0.2319, 1.5859, 3.9654], [-2.4018, 5.0097, 0.4816], [-3.2072, 3.5310, -0.0943], [-1.4461, 3.7121, -0.2772], [-5.4513, 0.4982, 1.3181], [-4.3152, -0.2257, 2.4715], [-3.9458, -0.2414, 0.7259]]
}


# 2
{
  "formula": "C44H139N11O20",
  "method": "ωB97M-V/def2-TZVPD",
  "relative_energy_kj_mol": 0.0,
  "total_charge": 0,
  "homo_energy_ha": -0.3255,
  "max_force_ev_per_a": 5.5,
  "molar_mass_g_mol": 1142.7,
  "elements": ["O", "H", "H", "O", "H", "H", "O", "H", "H", "O", "H", "H", "O", "H", "H", "O", "H", "H", "O", "H", "H", "O", "H", "H", "O", "H", "H", "C", "C", "C", "O", "C", "N", "H", "H", "H", "H", "H", "H", "H", "H", "H", "H", "H", "C", "C", "C", "O", "C", "N", "H", "H", "H", "H", "H", "H", "H", "H", "H", "H", "H", "C", "C", "C", "O", "C", "N", "H", "H", "H", "H", "H", "H", "H", "H", "H", "H", "H", "C", "C", "C", "O", "C", "N", "H", "H", "H", "H", "H", "H", "H", "H", "H", "H", "H", "C", "C", "C", "O", "C", "N", "H", "H", "H", "H", "H", "H", "H", "H", "H", "H", "H", "C", "C", "C", "O", "C", "N", "H", "H", "H", "H", "H", "H", "H", "H", "H", "H", "H", "C", "C", "C", "O", "C", "N", "H", "H", "H", "H", "H", "H", "H", "H", "H", "H", "H", "C", "C", "C", "O", "C", "N", "H", "H", "H", "H", "H", "H", "H", "H", "H", "H", "H", "C", "C", "C", "O", "C", "N", "H", "H", "H", "H", "H", "H", "H", "H", "H", "H", "H", "C", "C", "C", "O", "C", "N", "H", "H", "H", "H", "H", "H", "H", "H", "H", "H", "H", "C", "C", "C", "O", "C", "N", "H", "H", "H", "H", "H", "H", "H", "H", "H", "H", "H"],
  "positions_angstrom": [[-1.6461, -1.8461, 3.9472], [-2.4994, -1.4139, 4.2221], [-0.9661, -1.2041, 4.2067], [0.9188, -0.9763, 4.9670], [0.8893, -1.9400, 4.8253], [1.4532, -0.6981, 4.2145], [4.8484, -2.4855, 0.2373], [4.8832, -1.6376, -0.2649], [4.6605, -3.2234, -0.3855], [2.5453, 4.7709, 1.4608], [3.2069, 4.1128, 1.1885], [2.8598, 5.6580, 1.2456], [-4.7524, 1.1855, 1.7350], [-5.1151, 1.2106, 0.8492], [-3.7608, 1.0440, 1.5747], [0.4840, 5.0995, 3.0711], [1.0010, 5.1098, 3.8929], [1.2211, 5.0640, 2.4545], [4.6630, 0.3392, 3.5355], [4.2187, -0.4845, 3.2793], [4.5025, 0.3189, 4.4968], [3.5560, -2.2731, 2.6665], [4.1772, -2.2556, 1.8846], [3.6770, -3.1714, 3.0122], [-1.4984, -1.6571, -1.2457], [-0.9122, -1.0859, -0.7119], [-1.4531, -2.5605, -0.8611], [0.2294, -0.6715, -7.5516], [1.0919, 0.2369, -6.7044], [0.4242, 0.3410, -5.2819], [1.2362, 0.9496, -4.3159], [0.4435, 1.0886, -3.1113], [2.4471, -0.3678, -6.5249], [0.1117, -1.6737, -7.2485], [0.5012, -0.6742, -8.6113], [-0.8137, -0.2637, -7.5042], [1.1634, 1.2263, -7.0842], [0.0438, -0.6658, -4.9179], [-0.5050, 0.9910, -5.4690], [1.1167, 1.5727, -2.3936], [0.1987, 0.0755, -2.7590], [-0.4926, 1.6359, -3.2591], [2.8357, -0.4102, -7.4558], [3.0351, 0.2611, -5.9545], [-0.1120, 4.3146, -5.2747], [1.2298, 5.0086, -5.4039], [2.0030, 4.9685, -4.0893], [1.3645, 5.7988, -3.0668], [1.9290, 5.5223, -1.7919], [2.0945, 4.3013, -6.3953], [-0.0514, 3.2574, -4.9335], [-0.6013, 4.4136, -6.2394], [-0.6710, 4.7493, -4.4794], [0.9589, 6.0623, -5.6887], [2.9805, 5.3332, -4.3284], [2.1064, 3.9373, -3.6733], [1.5884, 6.2601, -0.9967], [2.9893, 5.5437, -1.7780], [1.6683, 4.4813, -1.4405], [2.6469, 4.9576, -6.9435], [1.5207, 3.7843, -6.9562], [-2.7095, 7.5360, 2.4542], [-3.9985, 6.7289, 2.3225], [-3.8168, 5.4779, 1.5257], [-3.0359, 5.4890, 0.3521], [-3.6070, 6.2257, -0.7508], [-4.6016, 6.4244, 3.6016], [-1.7987, 7.0099, 2.6805], [-2.9568, 8.3314, 3.1709], [-2.5203, 8.0565, 1.5497], [-4.6865, 7.4600, 1.7657], [-4.8434, 5.0320, 1.3786], [-3.3275, 4.8031, 2.1891], [-3.2758, 7.3059, -0.8510], [-4.7238, 6.1239, -0.6919], [-3.3432, 5.7080, -1.6749], [-5.3651, 5.7580, 3.4203], [-3.8979, 6.0509, 4.2119], [-3.3331, -6.7074, 0.3153], [-4.2863, -5.7326, -0.3036], [-3.5986, -4.4331, -0.8196], [-2.6860, -3.9261, 0.1013], [-3.3080, -3.1925, 1.1346], [-4.9542, -6.4240, -1.4288], [-2.6571, -6.9218, -0.4771], [-3.8992, -7.5953, 0.6384], [-2.8264, -6.3071, 1.2391], [-5.0018, -5.4101, 0.4465], [-4.3799, -3.7275, -1.0177], [-3.1321, -4.7176, -1.7686], [-2.5611, -2.5682, 1.5973], [-3.6318, -3.9034, 1.9398], [-4.1458, -2.6916, 0.7367], [-5.5938, -7.0845, -1.0748], [-5.5136, -5.7688, -1.9396], [4.2021, -5.8512, 0.4352], [3.5281, -5.4685, -0.9213], [2.2633, -4.6695, -0.7864], [1.4130, -5.4054, 0.0651], [0.0494, -4.9942, 0.0246], [4.5298, -4.6915, -1.6970], [3.7009, -6.7134, 0.9219], [4.1724, -4.9680, 1.1025], [5.2823, -5.9989, 0.2784], [3.2632, -6.4187, -1.4801], [1.7747, -4.5479, -1.7467], [2.4372, -3.6949, -0.4008], [-0.0325, -4.0206, 0.3952], [-0.4860, -5.7641, 0.5478], [-0.1813, -5.0593, -1.0602], [5.4147, -5.1595, -1.6271], [4.3131, -4.6451, -2.6903], [-2.7928, -5.2630, 4.5376], [-1.3490, -5.2013, 5.0351], [-0.3790, -4.9529, 3.8757], [0.9560, -4.7341, 4.3318], [1.9096, -4.8352, 3.3170], [-1.2809, -4.1883, 6.1340], [-3.1676, -4.3836, 4.0349], [-3.3801, -5.4996, 5.4690], [-2.9300, -6.0647, 3.7921], [-1.1082, -6.1790, 5.4285], [-0.7216, -4.0690, 3.3215], [-0.2933, -5.8571, 3.1818], [1.9039, -5.8043, 2.7776], [2.8607, -4.6861, 3.8287], [1.8180, -4.0721, 2.5306], [-0.3297, -4.0060, 6.4871], [-1.6212, -3.2403, 5.8441], [2.7009, -1.6188, -3.0328], [3.9954, -1.7534, -3.9194], [5.2627, -1.5069, -3.0170], [5.1089, -0.4703, -2.1796], [5.1595, 0.8673, -2.6693], [4.0868, -3.0619, -4.5543], [2.9363, -2.1838, -2.1740], [1.7470, -2.0107, -3.4640], [2.5467, -0.5443, -2.7893], [3.9880, -0.9780, -4.7020], [6.1504, -1.2684, -3.7470], [5.5975, -2.3632, -2.5513], [4.9209, 0.9165, -3.7239], [6.2080, 1.2272, -2.5750], [4.5457, 1.4991, -2.0379], [4.8161, -2.9676, -5.2282], [3.1861, -3.1826, -5.0312], [-5.9618, 1.2612, 4.8233], [-4.5263, 0.7140, 4.9620], [-4.3478, 0.2343, 6.3671], [-5.3055, -0.7239, 6.7701], [-5.0237, -1.4764, 7.9570], [-4.2996, -0.4291, 4.0324], [-5.9533, 1.8792, 3.9338], [-6.2946, 1.8820, 5.6962], [-6.6041, 0.4418, 4.4802], [-3.6990, 1.3664, 4.6939], [-4.4488, 1.1056, 7.0333], [-3.3480, -0.2012, 6.4245], [-6.0123, -1.9287, 8.1496], [-4.7313, -0.8045, 8.7802], [-4.2856, -2.3219, 7.7831], [-4.8907, -1.2011, 4.3555], [-4.6835, -0.2349, 3.1284], [6.6485, 1.5215, 0.5415], [5.8619, 2.7882, 0.9651], [5.9507, 3.7728, -0.2038], [5.6592, 5.0744, 0.3596], [5.7989, 6.0684, -0.6757], [4.4509, 2.4954, 1.2331], [7.6718, 1.6149, 0.4646], [6.2575, 1.2418, -0.4499], [6.4223, 0.8355, 1.3292], [6.3385, 3.2550, 1.8176], [5.1719, 3.4875, -0.8862], [6.9226, 3.7689, -0.7091], [6.8571, 6.2789, -0.9692], [5.4059, 6.9963, -0.3119], [5.2267, 5.7505, -1.5654], [4.0919, 1.9712, 0.4082], [4.4202, 1.8375, 2.0006], [-1.1866, 1.9031, 2.6221], [-1.0523, 1.1494, 1.3133], [0.3067, 0.4332, 1.3255], [0.3989, -0.4774, 0.3094], [1.6503, -1.1447, 0.3007], [-2.1956, 0.2539, 1.2442], [-2.1496, 2.3584, 2.8750], [-0.4962, 2.7929, 2.6377], [-0.8927, 1.2798, 3.4514], [-1.0793, 1.7958, 0.4280], [0.5175, -0.1126, 2.2761], [1.1509, 1.1024, 1.3039], [1.8927, -1.6441, 1.2341], [2.4717, -0.5020, 0.0640], [1.4723, -1.9015, -0.5187], [-2.1754, -0.3045, 0.3410], [-2.3209, -0.3670, 2.0620], [-4.0379, 0.2896, -4.7861], [-3.3154, -0.2124, -3.5143], [-3.5306, 0.7497, -2.3977], [-2.6782, 1.9038, -2.5751], [-2.7818, 2.7791, -1.4055], [-3.8699, -1.5599, -3.2719], [-3.9425, 1.3613, -4.9414], [-5.0372, -0.0719, -4.7941], [-3.6488, -0.2456, -5.6573], [-2.2254, -0.2773, -3.6422], [-3.2758, 0.2445, -1.4469], [-4.5911, 1.1611, -2.3132], [-3.6869, 3.3091, -1.3654], [-2.0897, 3.5722, -1.4468], [-2.7055, 2.2785, -0.4682], [-4.8677, -1.5671, -3.2537], [-3.3221, -1.9005, -2.4455]]
}